{"formula": "C32H60N4OS2", "method": "ωB97M-V with the def2-TZVPD basis set", "energy_ev": -63833.7954, "total_charge": 0, "species": ["C", "C", "C", "C", "C", "C", "C", "C", "N", "C", "C", "C", "C", "C", "C", "C", "C", "C", "S", "S", "C", "C", "C", "C", "C", "N", "C", "C", "N", "C", "N", "O", "C", "C", "C", "C", "C", "C", "C", "H", "H", "H", "H", "H", "H", "H", "H", "H", "H", "H", "H", "H", "H", "H", "H", "H", "H", "H", "H", "H", "H", "H", "H", "H", "H", "H", "H", "H", "H", "H", "H", "H", "H", "H", "H", "H", "H", "H", "H", "H", "H", "H", "H", "H", "H", "H", "H", "H", "H", "H", "H", "H", "H", "H", "H", "H", "H", "H", "H"], "coordinates": [[-5.6946, 2.9854, -4.0672], [-4.1735, 3.1578, -4.0088], [-3.6765, 3.2825, -2.5670], [-2.1811, 3.6031, -2.4663], [-1.8534, 4.2052, -1.0821], [-0.5965, 3.6393, -0.3941], [-0.1781, 4.5978, 0.7234], [1.2219, 4.3690, 1.2889], [1.3420, 3.2503, 2.2798], [0.7127, 3.6242, 3.5668], [0.3746, 2.4644, 4.5043], [-0.9496, 1.7091, 4.1923], [-1.3323, 1.6588, 2.7121], [-2.5865, 0.8126, 2.3992], [-2.6544, -0.5155, 3.1402], [-3.7582, -1.4489, 2.5909], [-3.3439, -2.9360, 2.5321], [2.7123, 2.8905, 2.4381], [3.9147, 3.9916, 2.4039], [3.2935, 1.2365, 2.7027], [2.0450, -0.0698, 2.5408], [1.5071, -0.3622, 1.1370], [0.7455, -1.7200, 1.2349], [1.0273, -2.6721, 0.0378], [1.2100, -4.0306, 0.5836], [1.2064, -5.1078, 0.9896], [-0.0490, -2.6555, -1.0743], [-0.8540, -1.4203, -0.9919], [-1.2327, -0.3372, -0.9841], [-1.0583, -3.8062, -0.8395], [-2.2557, -3.5416, -1.6844], [0.4684, -2.8768, -2.3467], [1.3710, -1.8782, -2.8130], [2.8490, -2.3662, -2.9910], [3.7746, -1.3473, -2.3124], [3.0532, -3.8419, -2.5948], [4.4833, -4.3089, -2.2598], [4.9330, -3.9826, -0.8228], [5.5511, -3.9108, -3.3023], [-5.9928, 2.5976, -5.0418], [-6.2157, 3.9279, -3.9029], [-6.0210, 2.2693, -3.3114], [-3.8972, 4.0597, -4.5564], [-3.6965, 2.2788, -4.4469], [-4.2335, 4.1059, -2.1062], [-3.9075, 2.3780, -1.9993], [-1.9807, 4.3696, -3.2202], [-1.5700, 2.7417, -2.7058], [-1.6922, 5.2763, -1.2276], [-2.6794, 4.1047, -0.3747], [0.2382, 3.4887, -1.0836], [-0.8170, 2.6676, 0.0435], [-0.1731, 5.5940, 0.2714], [-0.9441, 4.6205, 1.4988], [1.5061, 5.2880, 1.8142], [1.9056, 4.1853, 0.4666], [1.4224, 4.2773, 4.0963], [-0.1935, 4.2062, 3.4210], [0.2605, 2.8899, 5.5034], [1.1873, 1.7442, 4.5615], [-1.7943, 2.1639, 4.7180], [-0.8445, 0.7053, 4.6094], [-0.5238, 1.2635, 2.1117], [-1.5534, 2.6800, 2.4087], [-3.4880, 1.4159, 2.5254], [-2.5288, 0.5802, 1.3293], [-2.8823, -0.3340, 4.1923], [-1.6995, -1.0428, 3.0960], [-4.1146, -1.0888, 1.6248], [-4.6181, -1.3863, 3.2591], [-3.5719, -3.3418, 1.5457], [-3.9018, -3.5388, 3.2464], [-2.2845, -3.0836, 2.7369], [1.2214, 0.0788, 3.2338], [2.5638, -0.9628, 2.8944], [2.3779, -0.4438, 0.4858], [0.8643, 0.4433, 0.7884], [1.1585, -2.2123, 2.1165], [-0.3149, -1.5846, 1.4375], [2.0105, -2.4048, -0.3470], [-1.3867, -3.8280, 0.1991], [-0.6409, -4.7484, -1.1767], [-3.0011, -3.2249, -1.0737], [-2.6066, -4.4163, -2.0548], [1.0019, -1.5607, -3.7884], [1.3820, -0.9816, -2.1892], [3.0528, -2.3017, -4.0605], [3.8156, -1.4927, -1.2324], [4.7861, -1.3525, -2.7091], [3.3921, -0.3349, -2.4639], [2.4101, -4.1629, -1.7775], [2.7403, -4.4366, -3.4571], [4.4395, -5.4013, -2.2850], [4.1053, -4.0685, -0.1193], [5.3454, -2.9754, -0.7677], [5.7305, -4.6771, -0.5592], [6.2402, -4.7320, -3.4805], [6.1351, -3.0859, -2.8889], [5.1080, -3.5379, -4.2238]], "atomic_forces_ev_per_a": [[0.263, -0.186, -0.188], [-0.346, -0.332, 0.637], [0.103, 0.313, -0.415], [-0.838, 0.583, 0.435], [0.916, -0.368, -0.255], [-0.369, 0.265, 0.429], [0.299, -0.370, -0.443], [-0.662, 0.245, 0.905], [0.050, -0.292, -0.753], [0.590, -0.361, 0.754], [-0.817, -0.094, -0.164], [0.283, 0.092, -0.173], [-0.661, -0.396, 0.506], [0.654, 0.046, -0.368], [-0.815, -0.024, -0.014], [0.114, -0.149, 0.510], [-0.338, 0.206, -0.297], [-0.438, -0.008, 0.054], [0.246, -0.124, 0.009], [0.026, 0.181, 0.075], [-0.582, 0.467, -0.187], [-0.129, -0.451, 0.555], [0.932, 0.280, -0.019], [0.259, 0.206, 0.988], [-0.598, -0.423, -0.300], [0.319, 0.356, -0.011], [-0.734, -1.642, 0.404], [0.969, 0.848, -0.443], [-0.477, 0.040, 0.142], [-1.336, 0.543, -0.935], [0.032, -0.321, 0.511], [0.162, 0.504, 0.076], [0.555, -0.128, -0.667], [-0.146, 0.149, 0.228], [-0.227, 0.146, 0.096], [0.466, -0.088, -0.306], [-0.003, -0.237, 0.035], [0.141, 0.140, -0.652], [-0.161, 0.448, 0.755], [-0.124, 0.059, -0.008], [-0.010, 0.023, 0.087], [-0.075, 0.002, -0.001], [0.202, -0.118, -0.175], [0.095, 0.143, -0.281], [0.013, -0.032, 0.127], [-0.046, -0.035, 0.007], [0.208, -0.112, -0.058], [0.121, -0.291, 0.062], [-0.103, 0.063, 0.129], [-0.157, -0.067, -0.146], [-0.068, 0.152, -0.165], [-0.037, -0.268, -0.113], [0.116, 0.118, 0.198], [-0.008, 0.028, 0.095], [0.298, 0.033, -0.233], [0.154, 0.000, 0.044], [-0.075, 0.131, -0.076], [0.020, 0.015, -0.459], [0.197, -0.009, 0.049], [0.215, 0.120, -0.039], [0.092, 0.105, 0.149], [-0.103, -0.058, -0.055], [0.337, 0.145, -0.107], [0.263, 0.049, -0.351], [-0.131, -0.167, 0.252], [-0.154, 0.097, -0.014], [0.285, -0.043, 0.104], [0.166, 0.160, -0.017], [0.187, -0.085, -0.115], [-0.108, 0.151, -0.090], [0.117, -0.161, -0.025], [0.046, -0.024, 0.072], [0.081, 0.013, -0.055], [-0.125, 0.139, 0.117], [0.308, 0.171, 0.072], [-0.123, -0.028, -0.264], [0.075, 0.046, -0.141], [-0.164, -0.146, 0.022], [-0.092, -0.004, -0.196], [-0.109, 0.198, -0.354], [0.512, -0.224, 0.208], [0.413, -0.011, 0.358], [-0.036, 0.237, -0.147], [0.154, 0.009, -0.191], [-0.141, 0.011, 0.019], [-0.294, -0.148, 0.256], [0.045, 0.004, -0.035], [0.082, -0.026, 0.036], [0.072, -0.170, 0.074], [0.004, 0.012, -0.112], [-0.062, 0.161, 0.051], [-0.194, -0.032, 0.046], [-0.249, -0.024, -0.051], [0.053, -0.151, 0.116], [-0.013, 0.030, 0.135], [-0.024, 0.033, 0.280], [-0.004, -0.009, -0.251], [0.149, 0.011, -0.155], [0.048, -0.293, -0.198]]}

=====

{"formula": "C51H32F9IrN5P", "method": "ωB97M-V with the def2-TZVPD basis set", "multiplicity": 5, "energy_ev": -97430.8540, "total_charge": 2, "s_squared": 6.061, "de_lowest_kcal_mol": 0.0, "species": ["Ir", "C", "C", "N", "C", "C", "C", "C", "C", "C", "C", "N", "C", "C", "C", "C", "C", "C", "C", "C", "N", "C", "H", "H", "H", "H", "H", "H", "H", "H", "H", "H", "H", "H", "C", "C", "N", "C", "C", "C", "C", "C", "C", "C", "C", "C", "N", "C", "H", "H", "H", "H", "H", "H", "H", "H", "F", "C", "F", "F", "C", "C", "C", "C", "C", "C", "P", "C", "C", "C", "C", "C", "C", "C", "F", "F", "F", "C", "C", "C", "C", "C", "C", "C", "F", "F", "F", "H", "H", "H", "H", "H", "H", "H", "H", "H", "H", "H", "H"], "coordinates": [[-0.1006, 0.3833, -0.9527], [0.2997, 2.2882, -5.0718], [0.4781, 2.0175, -3.7096], [0.2659, 0.8267, -3.1779], [-0.1335, -0.1865, -3.9830], [-0.2776, -0.0228, -5.3652], [-0.0759, 1.2671, -5.9000], [-0.5719, -1.1572, -6.1762], [-0.6591, -2.4180, -5.6215], [-0.5164, -2.6022, -4.2510], [-0.3287, -1.5002, -3.3900], [-0.2498, -1.5755, -2.0664], [0.1837, -2.7786, -1.4546], [-0.5290, -3.9378, -1.3689], [0.0826, -5.1147, -0.8805], [1.4040, -5.1239, -0.5446], [2.1649, -3.9320, -0.6196], [3.5488, -3.8710, -0.3335], [4.2062, -2.6822, -0.4405], [3.4772, -1.5279, -0.7992], [2.1948, -1.5417, -1.0886], [1.5386, -2.7393, -1.0243], [0.4806, 3.2884, -5.4495], [0.8206, 2.7953, -3.0330], [-0.2072, 1.4328, -6.9640], [-0.6913, -1.0196, -7.2465], [-0.8374, -3.2764, -6.2572], [-0.5778, -3.5977, -3.8318], [-1.5679, -3.9588, -1.6851], [-0.5005, -6.0256, -0.8041], [1.8864, -6.0419, -0.2276], [4.0684, -4.7738, -0.0301], [5.2689, -2.6045, -0.2491], [3.9773, -0.5622, -0.8382], [-0.7884, 4.7818, 0.8681], [-0.4988, 3.4131, 0.8014], [-0.9369, 2.6241, -0.1643], [-1.7886, 3.1558, -1.0760], [-2.1146, 4.5142, -1.1056], [-1.5668, 5.3398, -0.1070], [-3.0212, 5.0146, -2.1013], [-3.6259, 4.1785, -2.9644], [-3.3872, 2.7651, -2.8981], [-4.0827, 1.8475, -3.7053], [-3.8845, 0.5051, -3.5277], [-2.9499, 0.0860, -2.5765], [-2.2352, 0.9253, -1.8485], [-2.4634, 2.2556, -1.9777], [-0.3859, 5.3737, 1.6807], [0.1231, 2.9657, 1.5652], [-1.7937, 6.4009, -0.1013], [-3.2333, 6.0774, -2.1205], [-4.3353, 4.5522, -3.6965], [-4.7892, 2.2131, -4.4425], [-4.4350, -0.2313, -4.0998], [-2.7817, -0.9711, -2.4018], [-4.7302, 2.2329, 5.1434], [-4.6900, 0.9694, 4.6860], [-4.7370, 0.1491, 5.7471], [-5.7868, 0.7637, 3.9407], [-3.4342, 0.7381, 3.8820], [-3.4798, 0.7258, 2.5009], [-2.3061, 0.5277, 1.7802], [-1.0887, 0.3384, 2.4359], [-1.0677, 0.3415, 3.8321], [-2.2317, 0.5509, 4.5507], [0.3865, -0.0736, 1.4305], [0.8725, -1.6817, 2.1345], [2.1709, -1.9155, 2.5741], [2.5014, -3.1257, 3.1688], [1.5385, -4.1070, 3.3060], [0.2429, -3.8976, 2.8475], [-0.0902, -2.6866, 2.2631], [1.9214, -5.4371, 3.9029], [2.9001, -5.3016, 4.8070], [0.8767, -6.0334, 4.4913], [2.3792, -6.2741, 2.9349], [1.7791, 1.0039, 1.9343], [2.5007, 1.6799, 0.9430], [3.5111, 2.5666, 1.2742], [3.8088, 2.7898, 2.6122], [3.1365, 2.1049, 3.6062], [2.1352, 1.2045, 3.2663], [4.8514, 3.8255, 2.9500], [5.9842, 3.6031, 2.2664], [4.4030, 5.0508, 2.6118], [5.1384, 3.8332, 4.2547], [-4.4235, 0.8687, 1.9888], [-2.3434, 0.5198, 0.7012], [-0.1484, 0.1632, 4.3754], [-2.2106, 0.5579, 5.6344], [2.9258, -1.1424, 2.4903], [3.5050, -3.2942, 3.5434], [-0.5074, -4.6672, 2.9769], [-1.1123, -2.5115, 1.9385], [2.2609, 1.5178, -0.0985], [4.0713, 3.0875, 0.5039], [3.3979, 2.2645, 4.6451], [1.6417, 0.6553, 4.0570]], "atomic_forces_ev_per_a": [[0.443, 0.220, 0.260], [0.082, 0.135, 0.001], [0.109, 0.052, 0.119], [-0.352, -0.045, 0.240], [-0.027, 0.066, -0.032], [0.017, 0.011, -0.086], [-0.052, -0.059, -0.137], [-0.028, -0.006, -0.077], [-0.010, 0.038, -0.007], [0.006, -0.089, -0.187], [0.217, 0.032, 0.181], [-0.024, -0.219, 0.109], [0.088, 0.009, -0.165], [-0.307, -0.070, 0.083], [-0.111, -0.104, 0.048], [0.049, -0.051, 0.045], [-0.040, 0.034, 0.077], [0.010, -0.103, 0.107], [0.098, 0.097, 0.012], [-0.226, 0.016, 0.022], [0.036, 0.027, 0.050], [0.238, 0.229, -0.033], [-0.013, -0.125, 0.057], [-0.091, -0.052, -0.032], [0.025, -0.023, 0.060], [0.027, -0.006, 0.113], [0.002, 0.057, 0.030], [0.011, 0.080, -0.027], [0.090, -0.022, 0.030], [0.024, 0.095, -0.041], [-0.021, 0.067, 0.026], [-0.022, 0.045, -0.037], [-0.062, 0.001, 0.013], [-0.054, -0.098, -0.024], [0.054, 0.018, 0.096], [0.159, -0.057, -0.150], [-0.103, 0.094, -0.028], [0.007, -0.142, 0.061], [-0.049, 0.103, -0.036], [-0.040, 0.134, -0.015], [0.040, 0.123, 0.098], [-0.122, -0.036, -0.143], [-0.036, 0.006, -0.033], [-0.067, 0.090, -0.073], [-0.039, -0.121, -0.002], [-0.029, -0.094, 0.100], [0.158, -0.109, -0.017], [0.041, -0.077, 0.016], [-0.028, -0.051, -0.056], [0.067, -0.066, -0.039], [0.008, -0.080, -0.007], [0.030, -0.049, 0.006], [0.088, -0.051, 0.070], [0.020, -0.015, 0.056], [0.036, 0.049, 0.044], [0.019, 0.086, -0.029], [-0.072, -0.138, -0.023], [0.060, -0.023, -0.006], [-0.095, 0.149, -0.156], [0.056, 0.043, 0.206], [-0.001, -0.029, 0.038], [0.122, 0.038, -0.150], [0.023, 0.019, 0.210], [-0.090, -0.051, -0.132], [0.029, 0.003, 0.059], [0.084, 0.010, 0.067], [-0.137, 0.150, -0.105], [-0.073, -0.158, -0.215], [0.082, 0.056, 0.027], [0.147, 0.104, -0.035], [-0.066, -0.102, -0.122], [-0.073, 0.056, -0.025], [-0.024, 0.013, 0.031], [0.045, -0.108, -0.085], [-0.134, -0.117, -0.088], [0.200, 0.010, -0.077], [-0.148, 0.211, 0.277], [-0.038, 0.221, -0.182], [-0.093, -0.023, 0.202], [0.040, -0.024, -0.028], [-0.011, 0.057, -0.149], [-0.066, -0.142, 0.150], [-0.027, 0.044, 0.079], [-0.033, -0.015, 0.015], [-0.070, 0.096, 0.087], [0.147, -0.116, 0.064], [0.049, 0.071, -0.134], [0.070, -0.037, 0.015], [-0.029, -0.037, -0.059], [-0.171, -0.058, -0.029], [0.010, -0.030, -0.071], [-0.022, -0.136, -0.029], [-0.075, 0.021, -0.061], [0.028, 0.018, -0.036], [0.085, -0.024, 0.016], [-0.040, -0.036, -0.198], [-0.097, -0.052, 0.056], [-0.043, -0.011, -0.065], [0.103, 0.083, -0.054]]}